1.
DFT (wB97M-V/def2-TZVPD) results for C32H38BN4O2Os as an isolated structure.

```
78
C32H38BN4O2Os | the OMol25 dataset | wB97M-V/def2-TZVPD
Os -0.578 1.123 -0.295
C -1.852 4.452 -1.250
C -0.343 4.693 -1.440
C 0.447 3.425 -1.837
N 0.726 2.573 -0.688
C 1.719 2.878 0.154
C 2.552 3.999 -0.057
C 3.595 4.538 0.672
C 4.206 4.067 1.820
C 3.896 2.893 2.492
C 2.868 2.009 2.275
C 1.820 1.982 1.320
N 0.832 1.117 1.433
C 0.659 0.247 2.565
C -0.368 -0.868 2.339
C -1.766 -0.405 1.920
N -1.789 -0.199 0.500
C -2.755 0.484 -0.172
C -3.355 -0.120 -1.301
C -4.536 0.220 -1.928
C -5.527 1.110 -1.512
C -5.534 1.958 -0.405
C -4.489 2.296 0.427
C -3.162 1.812 0.380
N -2.083 2.438 0.769
C -2.031 3.791 1.239
C -2.393 4.810 0.139
H -2.092 3.402 -1.461
H -2.401 5.050 -1.980
H 0.072 5.105 -0.518
H -0.202 5.436 -2.228
H 1.375 3.714 -2.344
H -0.136 2.843 -2.563
H 2.319 4.579 -0.935
H 4.002 5.457 0.268
H 5.025 4.649 2.214
H 4.546 2.647 3.320
H 2.845 1.180 2.967
H 0.350 0.854 3.429
H 1.596 -0.262 2.824
H -0.448 -1.428 3.271
H 0.004 -1.545 1.567
H -2.071 0.496 2.477
H -2.483 -1.203 2.155
H -2.815 -0.985 -1.669
H -4.772 -0.352 -2.814
H -6.429 1.123 -2.110
H -6.460 2.489 -0.219
H -4.663 3.094 1.138
H -1.008 3.962 1.592
H -2.700 3.945 2.097
H -2.015 5.785 0.451
H -3.481 4.871 0.069
C 0.999 -6.856 -2.014
C 1.634 -6.221 -0.769
C 0.717 -6.457 0.442
C 2.965 -6.929 -0.500
C 1.789 -4.713 -0.928
C 2.976 -4.058 -0.584
C 3.106 -2.678 -0.587
C 1.997 -1.939 -0.949
O 1.790 -0.596 -0.947
B 0.446 -0.393 -1.274
O -0.138 -1.624 -1.561
C 0.806 -2.577 -1.324
C 0.688 -3.951 -1.324
H 0.935 -7.933 -1.880
H 1.601 -6.659 -2.897
H -0.006 -6.488 -2.193
H 0.561 -7.523 0.585
H -0.251 -5.983 0.303
H 1.169 -6.050 1.344
H 2.790 -7.999 -0.414
H 3.411 -6.592 0.432
H 3.669 -6.765 -1.312
H 3.839 -4.631 -0.289
H 4.035 -2.205 -0.310
H -0.244 -4.408 -1.608
```

Properties
- ΔE to the lowest compared entry with this formula, charge and spin: 25.7 kcal/mol
- Orbital gap (alpha / beta): 7.17 / 5.63 eV
- Spin multiplicity: 5
- Charge: +1
- LUMO energy (alpha / beta): -2.892 / -4.768 eV

Atom charges from the Mulliken analysis, given in e for atoms 1 to 5:
1. Os 1.06
2. C -0.30
3. C -0.56
4. C -1.45
5. N 0.49


2.
DFT (wB97M-V/def2-TZVPD) results for F2NO4S2Sn as an isolated structure.

```
10
F2NO4S2Sn | the OMol25 dataset | wB97M-V/def2-TZVPD
Sn -20.037 -52.455 23.638
N -20.492 -54.169 23.202
S -20.482 -54.786 21.809
O -21.566 -55.652 21.496
O -19.314 -54.759 21.010
F -21.197 -53.460 21.133
S -20.540 -55.516 24.233
O -20.012 -56.799 23.661
O -21.693 -55.568 25.124
F -19.348 -55.060 25.217
```

Properties
- ΔE to the lowest compared entry with this formula, charge and spin: 65.3 kcal/mol
- Orbital gap: 8.56 eV
- Charge: +1
- LUMO energy: -8.006 eV

Atom charges from the Mulliken analysis, given in e for atoms 1 to 5:
1. Sn 1.13
2. N 0.04
3. S 1.04
4. O -0.40
5. O -0.46


3.
DFT (wB97M-V/def2-TZVPD) results for C22H33As3F2FeN as an isolated structure.

```
62
C22H33As3F2FeN | the OMol25 dataset | wB97M-V/def2-TZVPD
Fe 0.029 -0.672 -1.554
C 1.109 -0.909 2.003
As -0.344 -0.694 0.770
C -1.466 -2.189 1.238
C -1.450 0.790 1.370
C -1.073 2.251 1.059
C -2.204 3.108 1.654
C -1.100 2.556 -0.447
As 0.160 1.722 -1.671
C 1.924 2.370 -1.219
C -0.213 2.704 -3.284
C 0.296 2.648 1.662
As 0.347 3.445 3.491
C 0.172 1.840 4.606
C 2.299 3.488 3.520
H 0.709 -0.681 2.985
H 1.948 -0.258 1.773
H 1.434 -1.946 1.956
H -1.676 -2.103 2.301
H -0.946 -3.126 1.042
H -2.393 -2.164 0.673
H -1.497 0.644 2.447
H -2.443 0.561 0.976
H -3.155 2.897 1.160
H -1.985 4.171 1.540
H -2.328 2.916 2.719
H -0.931 3.622 -0.599
H -2.085 2.332 -0.865
H 1.856 3.425 -0.967
H 2.559 2.249 -2.096
H 2.348 1.818 -0.387
H 0.051 3.737 -3.077
H -1.267 2.628 -3.537
H 0.385 2.327 -4.110
H 0.719 3.466 1.077
H 1.013 1.825 1.603
H -0.770 1.320 4.429
H 0.160 2.184 5.639
H 1.012 1.156 4.486
H 2.658 4.237 2.815
H 2.733 2.516 3.276
H 2.624 3.777 4.519
F 4.809 -2.841 -1.911
C 3.495 -2.988 -1.967
C 2.698 -1.844 -1.940
C 1.351 -2.057 -2.005
C 0.724 -3.293 -2.119
C 1.584 -4.384 -2.111
F 1.078 -5.615 -2.178
C 2.961 -4.257 -2.037
C -0.738 -3.303 -2.264
C -1.548 -4.385 -2.545
C -2.917 -4.186 -2.672
C -3.455 -2.914 -2.530
C -2.594 -1.874 -2.264
N -1.273 -2.067 -2.133
H 3.161 -0.864 -1.892
H 3.595 -5.135 -2.043
H -1.125 -5.369 -2.673
H -3.561 -5.028 -2.891
H -4.515 -2.729 -2.629
H -2.952 -0.855 -2.169
```

Properties
- ΔE to the lowest compared entry with this formula, charge and spin: 6.1 kcal/mol
- Orbital gap (alpha / beta): 5.27 / 6.50 eV
- Spin multiplicity: 2
- Charge: +2
- LUMO energy (alpha / beta): -8.301 / -7.075 eV

Atom charges from the Mulliken analysis, given in e for atoms 1 to 5:
1. Fe -0.67
2. C -1.31
3. As 1.00
4. C -1.27
5. C -1.50


4.
DFT (wB97M-V/def2-TZVPD) results for a 9-piece molecular cluster, CH21O9 overall.

```
31
CH21O9 | the OMol25 dataset | wB97M-V/def2-TZVPD
O 1.676 3.973 -2.802
H 1.098 4.693 -3.064
H 2.493 3.948 -3.305
H 1.165 3.165 -2.889
O 0.696 -0.502 0.906
H 0.396 -0.396 0.000
H 0.095 0.012 1.452
H 0.763 -1.423 1.167
C -0.390 -0.566 -5.207
O -0.623 0.018 -3.954
H -1.169 -1.322 -5.304
H -0.490 0.113 -6.054
H 0.587 -1.039 -5.305
O -1.137 3.490 1.370
H -1.735 3.267 2.083
H -1.709 3.768 0.655
O 2.647 4.684 3.900
H 2.504 5.380 4.541
H 1.837 4.174 3.915
O -3.214 -3.072 -1.590
H -2.411 -3.519 -1.858
H -3.107 -2.176 -1.908
O -1.889 0.203 4.546
H -2.417 -0.526 4.220
H -2.374 0.532 5.302
O 1.503 -3.447 4.155
H 0.964 -3.515 4.943
H 1.721 -4.353 3.935
O 0.766 -4.863 -1.079
H 0.716 -5.769 -0.775
H 1.034 -4.932 -1.996
```

Properties
- ΔE to the lowest compared entry with this formula, charge and spin: 145.6 kcal/mol
- Orbital gap: 3.77 eV
- Charge: +1
- LUMO energy: -4.268 eV

Atom charges from the Mulliken analysis, given in e for atoms 1 to 5:
1. O -0.51
2. H 0.45
3. H 0.46
4. H 0.44
5. O -0.40


5.
DFT (wB97M-V/def2-TZVPD) results for a 2-piece molecular cluster, C10H11F4S overall.

```
26
C10H11F4S | the OMol25 dataset | wB97M-V/def2-TZVPD
F -0.991 0.336 -1.240
S -0.577 -0.919 -0.421
C -1.150 -2.382 -1.301
C -2.664 -2.368 -1.615
C -3.481 -1.507 -0.665
F -3.221 -1.433 0.656
C -4.513 -0.823 -1.147
F -4.768 0.397 -0.896
F -5.297 -1.412 -1.987
H 0.798 -0.995 -0.445
H -0.860 -3.312 -0.794
H -0.625 -2.413 -2.264
H -3.068 -3.388 -1.652
H -2.780 -1.936 -2.609
C 1.532 1.746 0.741
C 1.612 2.224 2.043
C 2.846 2.319 2.668
C 4.001 1.946 1.990
C 3.921 1.472 0.688
C 2.686 1.368 0.063
H 0.567 1.672 0.252
H 0.713 2.520 2.568
H 2.911 2.685 3.684
H 4.963 2.025 2.478
H 4.821 1.184 0.160
H 2.623 0.994 -0.954
```

Properties
- Orbital gap: 6.95 eV
- Charge: +1
- LUMO energy: -5.277 eV

Atom charges from the Mulliken analysis, given in e for atoms 1 to 5:
1. F -0.12
2. S 0.42
3. C -0.49
4. C -0.66
5. C 0.20


6.
DFT (wB97M-V/def2-TZVPD) results for one molecule with the formula C18H16N4O5.

```
43
C18H16N4O5 | the OMol25 dataset | wB97M-V/def2-TZVPD
O -2.973 -2.958 -1.155
C -3.134 -2.236 -0.200
N -2.200 -1.929 0.736
C -0.811 -1.825 0.511
C -0.143 -0.811 1.181
C 1.198 -0.621 0.889
N 2.080 0.317 1.358
C 3.198 0.078 0.734
N 3.132 -0.983 -0.122
C 1.845 -1.454 -0.058
C 1.175 -2.480 -0.704
C -0.161 -2.657 -0.407
H -0.728 -3.427 -0.902
H 1.670 -3.115 -1.422
C 4.235 -1.432 -0.927
H 4.236 -2.524 -0.980
C 5.521 -0.914 -0.271
O 5.446 0.474 -0.060
C 4.479 0.820 0.909
H 4.308 1.894 0.813
H 4.865 0.622 1.924
H 6.377 -1.078 -0.927
H 5.687 -1.439 0.682
H 4.146 -1.023 -1.941
H -0.646 -0.169 1.887
H -2.520 -1.359 1.509
C -4.479 -1.526 0.051
O -4.337 -0.285 0.716
C -3.424 0.608 0.254
C -2.769 0.513 -0.976
C -1.755 1.396 -1.282
C -1.406 2.393 -0.380
C -2.103 2.543 0.816
C -3.105 1.655 1.129
H -3.644 1.727 2.060
H -1.826 3.337 1.492
N -0.308 3.267 -0.678
O -0.113 4.204 0.068
O 0.361 3.016 -1.659
H -1.218 1.316 -2.214
H -3.025 -0.258 -1.684
H -5.109 -2.134 0.706
H -4.988 -1.414 -0.914
```

Properties
- ΔE to the lowest compared entry with this formula, charge and spin: 43.1 kcal/mol
- Orbital gap: 8.00 eV
- Structure (SMILES): O=C(COc1ccc([N+](=O)[O-])cc1)Nc1ccc2c(c1)nc1n2CCOC1
- LUMO energy: -0.284 eV

Atom charges from the Mulliken analysis, given in e for atoms 1 to 5:
1. O -0.61
2. C 0.32
3. N -0.16
4. C 0.44
5. C -0.21


Number 1: electronic energy -46992.360 eV. Number 2: electronic energy -42603.972 eV. Number 3: electronic energy -247160.695 eV. Number 4: electronic energy -19790.691 eV. Number 5: electronic energy -32242.029 eV. Number 6: electronic energy -35121.302 eV.